Model i:
ORCA calculation (ωB97M-V/def2-TZVPD) on one molecule with the formula C2H4N2S2.

```
10
Properties=species:S:1:pos:R:3:nbo_charge:R:1
C 1.867 -1.049 0.058 -0.068
N 0.667 -0.517 -0.195 -0.555
S 0.566 1.344 -0.313 0.374
C -1.103 1.639 0.135 -0.115
N -2.177 0.918 0.025 -0.528
S -2.250 -0.782 -0.192 0.155
H 2.857 -0.681 0.577 0.202
H 1.849 -2.192 -0.163 0.195
H -1.293 2.593 0.239 0.192
H -0.981 -1.274 -0.171 0.150
```

Summary:
Total charge = 0
2S+1 = 1
HOMO energy = -8.328 eV
SMILES = C=NS/C=N\S
HOMO-LUMO gap = 8.19 eV

Model ii:
ORCA calculation (ωB97M-V/def2-TZVPD) on one molecule with the formula C2H4N2S2.

```
10
Properties=species:S:1:pos:R:3:nbo_charge:R:1
N -1.525 -1.553 0.075 -0.650
N -0.508 -0.630 -0.202 -0.267
C 0.547 -0.588 0.494 -0.113
S 1.698 0.788 0.495 0.296
C 0.965 1.898 -0.730 -0.481
S 1.877 3.048 -1.295 0.106
H -1.293 -2.203 0.825 0.331
H -2.415 -1.089 0.221 0.375
H 0.713 -1.390 1.147 0.169
H -0.059 1.720 -1.030 0.234
```

Summary:
Total charge = 0
2S+1 = 1
HOMO energy = -8.659 eV
SMILES = N/N=C/SC=S
HOMO-LUMO gap = 8.27 eV

Model iii:
ORCA calculation (ωB97M-V/def2-TZVPD) on one molecule with the formula C2H4N2S2.

```
10
Properties=species:S:1:pos:R:3:nbo_charge:R:1
N -0.238 -0.043 1.804 -0.774
C 0.280 0.371 0.653 0.270
S 1.580 1.379 0.469 -0.195
N -0.324 -0.174 -0.484 -0.616
C 0.215 -0.155 -1.723 -0.064
S -0.288 -1.052 -3.000 -0.077
H -0.040 0.531 2.629 0.427
H -1.130 -0.595 1.817 0.394
H -1.162 -0.719 -0.365 0.400
H 1.109 0.458 -1.801 0.235
```

Summary:
Total charge = 0
2S+1 = 1
HOMO energy = -8.573 eV
SMILES = NC(=S)NC=S
HOMO-LUMO gap = 8.30 eV

Energy comparison, zero being the most stable, in kcal/mol: model i 83.4; model ii 54.7; model iii 0.0.

Model i:
ORCA calculation (ωB97M-V/def2-TZVPD) on one molecule with the formula C5H9NS2.

```
17
Properties=species:S:1:pos:R:3:nbo_charge:R:1
N -1.797 -1.380 0.707 -0.832
C -0.856 -1.321 -0.429 -0.274
C 0.437 -0.541 -0.085 -0.112
C 1.083 0.139 -1.432 -0.524
S -0.225 1.478 -1.481 0.103
C -0.764 1.514 0.399 -0.478
C 0.416 0.605 0.802 -0.370
S 1.123 -0.879 1.577 0.178
H -1.444 -1.935 1.413 0.359
H -2.529 -2.097 0.358 0.348
H -0.608 -2.444 -0.523 0.191
H -1.181 -0.779 -1.332 0.229
H 0.943 -0.493 -2.348 0.229
H 2.176 0.473 -1.398 0.239
H -0.398 2.564 0.765 0.238
H -1.859 1.162 0.506 0.272
H 1.206 1.258 0.549 0.205
```

Summary:
Total charge = 0
2S+1 = 1
HOMO energy = -8.766 eV
SMILES = NC[C@@]12CSC[C@H]1S2
HOMO-LUMO gap = 9.30 eV

Model ii:
ORCA calculation (ωB97M-V/def2-TZVPD) on one molecule with the formula C5H9NS2.

```
17
Properties=species:S:1:pos:R:3:nbo_charge:R:1
C -0.966 -0.933 1.934 -0.410
C 0.113 -0.136 1.425 -0.225
C -0.031 0.454 -0.057 -0.092
C 1.214 1.215 -0.424 -0.637
N -1.394 0.853 -0.245 -0.919
C 0.118 -0.661 -1.147 -0.204
S -0.129 -0.262 -2.772 -0.047
S 0.545 -2.250 -0.486 0.126
H -1.991 -1.048 1.273 0.255
H -0.946 -1.100 3.187 0.230
H 1.169 -0.135 1.818 0.222
H 1.880 1.722 0.537 0.217
H 1.062 2.159 -1.213 0.264
H 1.996 0.325 -0.745 0.241
H -1.589 0.668 -1.392 0.399
H -1.992 1.724 0.166 0.413
H 0.940 -2.595 -1.859 0.167
```

Summary:
Total charge = 0
2S+1 = 1
HOMO energy = -8.427 eV
SMILES = C=C[C@](C)(N)C(=S)S
HOMO-LUMO gap = 8.04 eV

Energy comparison, zero being the most stable, in kcal/mol: model i 0.0; model ii 38.6.

Model i:
ORCA calculation (ωB97M-V/def2-TZVPD) on a 2-piece molecular cluster, C2H11N2O overall.

```
16
Properties=species:S:1:pos:R:3:nbo_charge:R:1
C 0.643 2.434 0.406 -0.434
N 0.471 1.147 -0.396 -0.668
H -0.349 2.924 0.507 0.240
H 1.376 3.123 -0.113 0.247
H 0.931 2.007 1.400 0.239
H 1.376 1.041 -0.851 0.432
H 0.475 0.350 0.205 0.474
H -0.251 1.276 -1.007 0.434
N -1.527 -1.165 -0.320 -0.906
C -0.307 -2.000 -0.235 0.064
O 0.777 -1.409 0.680 -0.788
H -2.022 -1.126 0.567 0.391
H -2.080 -1.334 -1.181 0.408
H 0.217 -2.072 -1.203 0.187
H -0.450 -3.073 0.164 0.173
H 0.720 -2.121 1.376 0.507
```

Summary:
Total charge = +1
2S+1 = 1
HOMO energy = -13.844 eV
HOMO-LUMO gap = 10.66 eV

Model ii:
ORCA calculation (ωB97M-V/def2-TZVPD) on a 2-piece molecular cluster, C2H11N2O overall.

```
16
Properties=species:S:1:pos:R:3:nbo_charge:R:1
C -1.153 0.842 0.810 -0.251
N 0.219 1.358 1.114 -0.854
C -1.165 0.480 -0.658 -0.245
N -0.065 -0.483 -0.915 -0.690
H -1.283 -0.020 1.467 0.211
H -1.956 1.542 1.013 0.221
H 0.258 1.452 2.135 0.386
H 0.201 2.350 0.876 0.371
H -2.155 0.111 -0.913 0.241
H -1.037 1.338 -1.315 0.230
H 0.253 -0.446 -1.886 0.443
H -0.095 -1.463 -0.644 0.457
H 0.702 -0.035 -0.381 0.475
H 2.977 -1.891 0.050 0.494
H 2.126 -3.044 -0.310 0.488
O 2.173 -2.091 -0.443 -0.977
```

Summary:
Total charge = +1
2S+1 = 1
HOMO energy = -14.709 eV
HOMO-LUMO gap = 11.61 eV

Model iii:
ORCA calculation (ωB97M-V/def2-TZVPD) on a 2-piece molecular cluster, C2H11N2O overall.

```
16
Properties=species:S:1:pos:R:3:nbo_charge:R:1
N 0.645 -1.854 2.132 -0.956
H 1.608 -1.558 1.873 0.431
H 0.626 -1.904 3.179 0.436
H -0.230 -1.229 1.603 0.442
H 0.571 -2.830 1.808 0.426
C -0.460 1.053 -1.292 -0.087
O 0.766 1.464 -2.018 -0.716
C -0.002 0.157 -0.175 -0.257
N -1.026 -0.420 0.768 -0.804
H -0.960 1.947 -0.867 0.177
H -1.121 0.605 -2.011 0.190
H 0.691 2.409 -2.176 0.486
H 0.569 -0.661 -0.618 0.207
H 0.714 0.782 0.386 0.214
H -1.507 0.371 1.247 0.410
H -1.660 -0.979 0.229 0.401
```

Summary:
Total charge = +1
2S+1 = 1
HOMO energy = -14.092 eV
HOMO-LUMO gap = 10.63 eV

Energy comparison, zero being the most stable, in kcal/mol: model i 26.2; model ii 0.0; model iii 8.6.